# 1
{"formula": "C34H100N14O13", "method": "ωB97M-V with the def2-TZVPD basis set", "fmax_ha_per_bohr": 0.0903, "homo_ev": -9.192, "e_tot_ha": -3100.0891, "lumo_energy_ev": 0.3, "multiplicity": 1, "orbital_gap_ev": 9.474, "species": ["C", "O", "N", "N", "H", "H", "H", "H", "C", "O", "N", "N", "H", "H", "H", "H", "C", "O", "N", "N", "H", "H", "H", "H", "C", "O", "N", "N", "H", "H", "H", "H", "C", "C", "O", "H", "H", "H", "H", "H", "H", "C", "C", "O", "H", "H", "H", "H", "H", "H", "C", "C", "O", "H", "H", "H", "H", "H", "H", "C", "C", "C", "O", "C", "N", "H", "H", "H", "H", "H", "H", "H", "H", "H", "H", "H", "C", "C", "C", "O", "C", "N", "H", "H", "H", "H", "H", "H", "H", "H", "H", "H", "H", "C", "C", "C", "O", "C", "N", "H", "H", "H", "H", "H", "H", "H", "H", "H", "H", "H", "C", "C", "C", "O", "C", "N", "H", "H", "H", "H", "H", "H", "H", "H", "H", "H", "H", "C", "C", "C", "O", "C", "N", "H", "H", "H", "H", "H", "H", "H", "H", "H", "H", "H", "C", "C", "C", "O", "C", "N", "H", "H", "H", "H", "H", "H", "H", "H", "H", "H", "H"], "xyz": [[6.6264, 0.8666, -2.4818], [7.1993, 0.2906, -1.5556], [6.9401, 0.6823, -3.8081], [5.7834, 1.8908, -2.3147], [6.9722, 1.5222, -4.3250], [7.6969, 0.0646, -3.9111], [5.1028, 2.1278, -3.0481], [5.5092, 2.1576, -1.3742], [2.6438, -0.6730, -3.8133], [2.0169, 0.2009, -4.4712], [3.5848, -0.4056, -2.8425], [2.4672, -2.0042, -4.0520], [3.7586, 0.5675, -2.7181], [4.2456, -1.0783, -2.6786], [1.6794, -2.3236, -4.5063], [2.9716, -2.6600, -3.3643], [-0.2670, -3.3667, 1.7373], [0.8005, -3.2013, 2.3700], [-0.8213, -2.4104, 0.8805], [-1.0254, -4.5419, 1.7946], [-0.3552, -1.4999, 0.7565], [-1.3596, -2.8352, 0.1138], [-1.9648, -4.6107, 1.4811], [-0.6619, -5.2200, 2.4429], [2.2105, -3.5590, 5.8345], [2.4171, -3.5725, 7.0284], [2.2105, -4.6841, 5.0335], [1.8804, -2.4784, 5.0211], [1.9230, -4.5262, 4.0942], [2.1080, -5.5361, 5.5435], [1.6184, -2.5433, 4.0391], [1.5878, -1.6214, 5.5398], [-1.7434, 6.8325, 3.2654], [-3.2826, 6.8737, 3.2231], [-3.7011, 6.4777, 1.8907], [-1.4614, 5.7841, 3.2995], [-1.2693, 7.4097, 4.0809], [-1.3829, 7.1324, 2.3020], [-3.6316, 7.9062, 3.4683], [-3.7204, 6.1576, 3.9056], [-2.8501, 6.2864, 1.4455], [-4.7574, -1.4413, 1.8178], [-4.2846, -0.1753, 1.0296], [-3.1025, -0.4047, 0.2791], [-5.6236, -1.9015, 1.3443], [-5.0955, -1.1496, 2.7708], [-3.8741, -2.1309, 1.8732], [-4.0971, 0.6362, 1.8531], [-5.0888, 0.2116, 0.3869], [-2.3946, -0.5642, 0.9231], [0.7444, 4.3247, 5.0855], [1.8012, 3.2872, 5.4072], [1.6900, 2.0693, 4.6698], [-0.2380, 4.0331, 5.4005], [0.6786, 4.3761, 3.9970], [1.0287, 5.3290, 5.5127], [1.8976, 3.0113, 6.4840], [2.7100, 3.6888, 4.9791], [1.0147, 1.5510, 5.0538], [4.6624, -1.9456, 0.6006], [4.2951, -3.0127, -0.4686], [2.8341, -2.7665, -0.7746], [2.4795, -3.7412, -1.6990], [1.1542, -3.6616, -2.1093], [5.1071, -2.8812, -1.6595], [4.5258, -0.9588, 0.1233], [5.6744, -2.0920, 0.9182], [3.9099, -2.0147, 1.3530], [4.2379, -4.0083, -0.0096], [2.6503, -1.7314, -1.0970], [2.2935, -3.0114, 0.1112], [1.0752, -4.0605, -3.0938], [0.8228, -2.6530, -2.1859], [0.5284, -4.2659, -1.4598], [6.0360, -2.6515, -1.3418], [5.0698, -3.7836, -2.1106], [2.9752, 4.6645, -2.6950], [2.4481, 3.3471, -3.1638], [1.0462, 3.4093, -3.7767], [0.0289, 3.8793, -2.8113], [-1.1589, 4.2687, -3.4880], [3.3457, 2.8100, -4.2340], [2.2015, 4.9819, -1.9497], [3.0413, 5.4509, -3.4906], [3.9749, 4.6765, -2.2088], [2.4722, 2.5541, -2.4366], [0.7702, 2.3128, -4.0639], [0.8700, 4.0422, -4.7205], [-0.8769, 4.8368, -4.3727], [-1.6904, 4.7935, -2.7054], [-1.7581, 3.3932, -3.7424], [3.3365, 3.5271, -4.9544], [2.8143, 1.9233, -4.5107], [-1.9302, 0.0371, 8.0860], [-1.8304, 1.5093, 7.5291], [-2.0764, 1.5368, 6.0462], [-1.0850, 0.8729, 5.2989], [-1.4249, 0.8720, 3.9321], [-2.6819, 2.5361, 8.1569], [-1.5393, -0.7030, 7.4615], [-3.0159, -0.1784, 8.3478], [-1.3058, -0.0298, 9.0956], [-0.7916, 1.7372, 7.6928], [-2.1002, 2.5831, 5.7270], [-3.0379, 1.0312, 5.8796], [-1.5066, 1.8456, 3.4033], [-2.2909, 0.2310, 3.7639], [-0.6910, 0.2870, 3.4174], [-2.2820, 3.4445, 7.9829], [-2.9697, 2.3341, 9.1009], [-3.7266, -5.0439, -2.0036], [-3.5499, -3.5566, -1.9219], [-4.6796, -2.6829, -2.4915], [-5.0840, -3.3194, -3.7174], [-6.1755, -2.6249, -4.2677], [-3.3024, -3.2770, -0.5505], [-3.8477, -5.2651, -2.9860], [-4.6252, -5.3882, -1.4459], [-2.8467, -5.5744, -1.6396], [-2.5842, -3.3047, -2.4617], [-4.4244, -1.6233, -2.5748], [-5.5000, -2.7727, -1.8158], [-5.7337, -1.7557, -4.7797], [-6.8938, -2.3381, -3.5383], [-6.6515, -3.2745, -5.0772], [-4.1217, -3.5801, 0.0508], [-3.1312, -2.2716, -0.3865], [-1.7998, -3.7179, -5.0629], [-1.1988, -2.5223, -5.8159], [-1.3835, -1.2720, -5.0248], [-2.6750, -0.7304, -5.2396], [-2.8138, 0.5347, -4.5936], [0.2335, -2.8893, -5.9629], [-1.1576, -4.0900, -4.2412], [-1.9344, -4.5038, -5.7703], [-2.7853, -3.4501, -4.6103], [-1.7587, -2.3903, -6.7643], [-0.6096, -0.4599, -5.2701], [-1.1972, -1.5055, -3.9882], [-3.7656, 0.9265, -4.8990], [-2.1341, 1.1954, -5.1015], [-2.6941, 0.4643, -3.5077], [0.2588, -3.7686, -6.5133], [0.7233, -2.1790, -6.5320], [2.7453, 2.2214, 1.0493], [1.4211, 1.6471, 1.4672], [0.4574, 1.6095, 0.2368], [0.7031, 0.4617, -0.6043], [-0.0812, 0.5346, -1.8142], [1.3161, 0.3371, 2.0620], [3.4357, 2.2144, 1.8830], [2.6004, 3.2417, 0.6813], [3.2434, 1.6041, 0.2731], [0.9595, 2.3629, 2.1996], [0.4814, 2.4857, -0.3905], [-0.5777, 1.5599, 0.5792], [-0.1242, 1.5270, -2.2854], [-1.1388, 0.2349, -1.6209], [0.4318, -0.1811, -2.4933], [1.8234, 0.3011, 2.9646], [1.7704, -0.3582, 1.4291]]}

***

# 2
{"formula": "C34H20BF16GeIrN6O8S", "method": "ωB97M-V with the def2-TZVPD basis set", "fmax_ha_per_bohr": 0.0224, "homo_ev": -8.952, "e_tot_ha": -6440.1186, "lumo_energy_ev": -1.4, "multiplicity": 1, "orbital_gap_ev": 7.505, "species": ["Ir", "N", "C", "C", "N", "H", "H", "H", "H", "H", "H", "H", "H", "H", "F", "C", "C", "C", "F", "C", "F", "C", "F", "C", "F", "Ge", "S", "C", "C", "F", "C", "F", "C", "F", "C", "F", "C", "F", "C", "C", "F", "C", "F", "C", "F", "C", "F", "C", "F", "F", "C", "C", "N", "C", "C", "O", "O", "C", "O", "N", "C", "O", "H", "H", "H", "H", "O", "C", "O", "C", "C", "C", "C", "C", "C", "N", "O", "O", "H", "H", "H", "H", "B", "C", "N", "H", "H", "H"], "xyz": [[0.1937, -0.0103, 0.4429], [1.0133, 5.0802, 0.3129], [0.5888, 4.0986, -0.7496], [0.7541, 2.7192, -0.1270], [0.1130, 1.5951, -0.8015], [1.1706, 6.0136, -0.0652], [1.8716, 4.7566, 0.7736], [0.2903, 5.1619, 1.0430], [1.2299, 4.2404, -1.6177], [-0.4404, 4.3169, -1.0330], [0.3585, 2.7421, 0.8896], [1.8130, 2.4768, -0.0566], [0.5139, 1.3555, -1.7105], [-0.9003, 1.7025, -0.8846], [5.5406, 1.0633, 4.6861], [4.5277, 1.9314, 4.6012], [3.6941, 1.9473, 3.4913], [2.7549, 2.9557, 3.4805], [1.9820, 3.1351, 2.3778], [2.5960, 3.8801, 4.4909], [1.6967, 4.8603, 4.3839], [3.4129, 3.7976, 5.6038], [3.2814, 4.6680, 6.5943], [4.3960, 2.8266, 5.6511], [5.2257, 2.7803, 6.6875], [3.9189, 0.6032, 2.0405], [2.5167, 0.1068, 0.4570], [4.4485, -0.9686, 3.0780], [5.7033, -1.5422, 3.1700], [6.7670, -0.9495, 2.6147], [5.9259, -2.7041, 3.8846], [7.1458, -3.2316, 3.9638], [4.8710, -3.3147, 4.5406], [5.0774, -4.4311, 5.2261], [3.6083, -2.7496, 4.5028], [2.6033, -3.3185, 5.1571], [3.4273, -1.5847, 3.7809], [2.2128, -1.0233, 3.7850], [5.3211, 1.3551, 0.8918], [6.0876, 0.5315, 0.0788], [5.9669, -0.7913, 0.1641], [6.9541, 1.0282, -0.8799], [7.6773, 0.2119, -1.6364], [7.0414, 2.3957, -1.0704], [7.8561, 2.8912, -1.9920], [6.2424, 3.2447, -0.3264], [6.2678, 4.5610, -0.5545], [5.3967, 2.7104, 0.6245], [4.5779, 3.5882, 1.2555], [-0.9173, 3.4839, 3.3896], [-2.0340, 3.3429, 2.6575], [-2.6473, 2.1608, 2.5481], [-3.7742, 1.9918, 1.7883], [-4.1128, 0.6463, 1.3317], [-2.9834, -0.0199, 0.5456], [-3.2286, -1.0727, 0.0050], [-1.8477, 0.6302, 0.5512], [-4.3464, 3.0478, 1.0976], [-5.3084, 2.9472, 0.3745], [-3.6988, 4.2643, 1.2779], [-2.4978, 4.4929, 1.9214], [-1.9191, 5.5682, 1.8203], [-2.2785, 1.2926, 3.0793], [-4.9788, 0.7194, 0.6833], [-4.3520, 0.0049, 2.1802], [-4.1077, 5.0438, 0.7820], [0.8987, -2.3134, -2.8427], [0.5413, -2.0618, -1.7188], [0.4381, -0.7801, -1.3526], [0.3036, -3.1530, -0.7211], [-0.6350, -3.0789, 0.2955], [-0.8096, -4.1364, 1.1825], [-0.0397, -5.2776, 1.0600], [0.8822, -5.3363, 0.0278], [1.0633, -4.3100, -0.8719], [1.6992, -6.5621, -0.1219], [2.5307, -6.5809, -1.0059], [1.4874, -7.4749, 0.6514], [-1.3019, -2.2350, 0.3557], [-1.5601, -4.0673, 1.9584], [-0.1485, -6.1182, 1.7287], [1.7710, -4.4041, -1.6819], [-1.0346, -1.4599, 4.6617], [-0.4424, -0.8626, 3.3546], [-0.0197, -0.4192, 2.3678], [-2.2421, -1.3325, 4.5918], [-0.5596, -0.8293, 5.5818], [-0.7053, -2.6253, 4.6743]]}

***

# 3
{"formula": "C34H22BF9O2", "method": "ωB97M-V with the def2-TZVPD basis set", "fmax_ha_per_bohr": 0.0484, "smiles": "Fc1cc(F)c(B(c2c(F)cc(F)cc2F)c2c(F)cc(F)cc2F)c(F)c1.COc1ccc(Cc2ccc3c(c2)CCO3)cc1", "homo_ev": -7.701, "e_tot_ha": -2382.8835, "lumo_energy_ev": -1.2, "multiplicity": 1, "orbital_gap_ev": 6.508, "species": ["F", "C", "C", "C", "F", "C", "B", "C", "C", "F", "C", "C", "F", "C", "C", "F", "C", "C", "F", "C", "C", "F", "C", "C", "F", "C", "F", "C", "H", "H", "H", "H", "H", "H", "C", "O", "C", "C", "C", "C", "C", "C", "C", "C", "C", "C", "C", "C", "C", "O", "C", "C", "H", "H", "H", "H", "H", "H", "H", "H", "H", "H", "H", "H", "H", "H", "H", "H"], "xyz": [[0.7123, -2.4070, -5.8130], [0.5411, -2.4064, -4.4434], [-0.7115, -2.7145, -3.9172], [-0.7831, -2.8939, -2.5479], [-2.0506, -2.8938, -2.0167], [0.3344, -2.8771, -1.6761], [0.3191, -3.4151, -0.2332], [-1.0515, -3.5184, 0.4912], [-1.7868, -2.3979, 0.9217], [-1.4908, -1.1732, 0.3764], [-2.8717, -2.4828, 1.7848], [-3.4297, -3.7529, 1.9688], [-4.6190, -3.8551, 2.6634], [-2.8520, -4.9125, 1.4498], [-1.6512, -4.7599, 0.7629], [-1.0258, -5.8927, 0.2899], [1.6055, -3.2852, 0.6396], [1.7208, -2.3651, 1.6991], [0.8020, -1.3419, 1.7595], [2.8013, -2.2957, 2.5631], [3.8953, -3.1037, 2.2685], [5.0057, -3.0342, 3.0834], [3.9381, -3.9231, 1.1413], [2.7936, -3.9885, 0.3638], [2.8444, -4.7169, -0.7970], [1.4547, -2.2465, -2.2715], [2.3263, -1.5515, -1.4579], [1.6254, -2.0770, -3.6341], [-1.5936, -2.7896, -4.5460], [-3.2924, -1.5869, 2.2390], [-3.3063, -5.8928, 1.5975], [2.8003, -1.6007, 3.3996], [4.8409, -4.4660, 0.8723], [2.5486, -1.6627, -4.0370], [3.9735, 5.7331, 3.4085], [4.1828, 4.4802, 2.7355], [3.3782, 4.0609, 1.7274], [3.6259, 2.7409, 1.2670], [2.6784, 2.1227, 0.4809], [1.4689, 2.7802, 0.1589], [0.2962, 1.9073, -0.1993], [-1.0941, 2.4078, -0.5199], [-1.7882, 3.0906, 0.4959], [-3.1652, 3.1791, 0.5071], [-3.8497, 2.6610, -0.6036], [-3.1603, 2.0808, -1.6983], [-1.7776, 1.9605, -1.6600], [-4.1757, 1.5860, -2.6748], [-5.5021, 2.0986, -2.0994], [-5.2036, 2.6863, -0.7636], [1.3612, 4.1504, 0.4011], [2.3137, 4.8111, 1.1728], [4.7924, 5.7712, 4.1265], [4.0568, 6.5650, 2.6997], [3.0146, 5.7633, 3.9429], [4.4971, 2.2118, 1.6540], [2.8423, 1.0966, 0.1406], [0.1545, 1.4171, 0.7530], [0.5849, 1.1567, -0.9469], [-1.2248, 3.4940, 1.3341], [-3.7365, 3.5979, 1.3320], [-1.2482, 1.4673, -2.4810], [-4.0004, 1.9650, -3.6853], [-4.1764, 0.4874, -2.7188], [-6.2521, 1.3089, -1.9641], [-5.9357, 2.8953, -2.7202], [0.4950, 4.6880, 0.0136], [2.1806, 5.8585, 1.4396]]}

***

# 4
{"formula": "C34H23F10N2O5S2SbSrTe", "method": "ωB97M-V with the def2-TZVPD basis set", "fmax_ha_per_bohr": 0.0039, "homo_ev": -3.246, "e_tot_ha": -4129.4300, "lumo_energy_ev": 4.1, "charge": -2, "multiplicity": 1, "orbital_gap_ev": 7.304, "species": ["Sr", "O", "S", "O", "O", "O", "C", "C", "C", "C", "N", "C", "C", "C", "C", "C", "C", "N", "H", "H", "H", "H", "H", "H", "H", "H", "S", "Sb", "C", "C", "C", "C", "C", "C", "C", "C", "C", "C", "C", "C", "C", "C", "C", "C", "C", "C", "H", "H", "H", "H", "H", "H", "H", "H", "H", "H", "H", "H", "H", "H", "H", "F", "Te", "F", "F", "F", "F", "O", "F", "C", "C", "C", "F", "C", "F", "C", "F", "C", "F"], "xyz": [[1.1588, -0.5476, 1.5441], [-1.1038, -2.9448, 2.6500], [-0.4920, -3.1483, 1.3399], [-0.9707, -4.3035, 0.6174], [0.9876, -3.0663, 1.4429], [-0.8359, -1.8532, 0.5110], [2.8427, -2.5783, -2.4853], [4.1661, -2.2111, -2.6328], [4.7729, -1.4568, -1.6383], [4.0193, -1.0802, -0.5356], [2.7439, -1.4409, -0.3936], [2.1727, -2.1822, -1.3354], [4.5892, -0.2597, 0.5693], [5.6615, 0.5980, 0.3541], [6.1338, 1.3543, 1.4138], [5.5364, 1.2188, 2.6542], [4.4609, 0.3515, 2.7766], [3.9874, -0.3656, 1.7607], [2.3133, -3.1546, -3.2311], [4.7291, -2.5106, -3.5088], [5.8151, -1.1785, -1.7140], [1.1391, -2.4666, -1.1829], [6.0803, 0.7106, -0.6360], [6.9438, 2.0575, 1.2629], [5.8585, 1.8032, 3.5049], [3.9183, 0.2526, 3.7090], [-1.0311, -2.5639, -2.8288], [-2.2066, -1.4018, -1.2774], [-3.7803, -2.2055, -0.0910], [-4.8772, -2.7250, -0.7744], [-5.9549, -3.2497, -0.0774], [-5.9483, -3.2433, 1.3117], [-4.8587, -2.7251, 1.9939], [-3.7697, -2.2127, 1.2973], [-3.6739, -0.4629, -2.6297], [-3.7249, -0.7540, -3.9883], [-4.6571, -0.1373, -4.8185], [-5.5530, 0.7851, -4.2976], [-5.5113, 1.0897, -2.9423], [-4.5793, 0.4689, -2.1224], [-1.5946, 0.5368, -0.6509], [-1.0819, 1.3978, -1.6148], [-0.7392, 2.6987, -1.2745], [-0.9077, 3.1473, 0.0273], [-1.4208, 2.2941, 0.9934], [-1.7670, 0.9897, 0.6545], [-4.8950, -2.7188, -1.8582], [-6.7980, -3.6618, -0.6197], [-6.7895, -3.6523, 1.8600], [-4.8330, -2.7343, 3.0764], [-2.9050, -1.8713, 1.8492], [-3.0154, -1.4694, -4.3905], [-4.6801, -0.3760, -5.8764], [-6.2779, 1.2688, -4.9429], [-6.2038, 1.8133, -2.5266], [-4.5560, 0.7211, -1.0655], [-0.9362, 1.0506, -2.6321], [-0.3102, 3.3520, -2.0251], [-0.6113, 4.1536, 0.2974], [-1.5315, 2.6254, 2.0183], [-2.1711, 0.3303, 1.4128], [0.6397, 2.3989, 4.4764], [0.3499, 0.6103, 4.9521], [1.3072, 0.9342, 6.5291], [-0.2515, -0.9974, 5.6725], [-0.8476, 0.4356, 3.4967], [-1.1205, 1.3325, 5.8543], [1.7033, -0.0781, 4.0061], [2.5384, 2.6647, 2.4268], [2.7844, 2.7151, 1.0847], [2.2231, 1.7748, 0.2551], [2.5550, 1.9453, -1.0688], [2.0901, 1.0766, -2.0147], [3.3819, 2.9452, -1.5552], [3.6817, 3.0604, -2.8693], [3.9293, 3.8500, -0.6639], [4.7545, 4.8264, -1.0992], [3.6275, 3.7376, 0.6804], [4.1773, 4.6118, 1.5527]]}